{
  "formula": "C36H28ClP2Pd",
  "method": "wB97M-V/def2-TZVPD",
  "e_lumo_ev": [-4.557, -4.394],
  "total_energy_ev": -72359.208,
  "gap_ev": [6.11, 6.32],
  "spin_multiplicity": 1,
  "total_charge": 1,
  "elements": ["Pd", "Cl", "C", "C", "C", "C", "C", "C", "P", "C", "C", "C", "C", "C", "C", "C", "C", "C", "C", "C", "C", "H", "H", "H", "H", "H", "H", "H", "H", "H", "H", "H", "H", "H", "H", "C", "C", "C", "C", "C", "C", "P", "C", "C", "C", "C", "C", "C", "C", "C", "C", "C", "C", "C", "H", "H", "H", "H", "H", "H", "H", "H", "H", "H", "H", "H", "H", "H"],
  "positions_angstrom": [[0.3487, -0.5735, -0.0528], [2.6513, -0.1414, 0.7459], [2.9959, 1.3986, 0.0556], [3.9846, 2.1752, 0.6371], [4.3036, 3.3965, 0.0690], [3.6687, 3.8217, -1.0870], [2.7005, 3.0315, -1.6761], [2.3233, 1.8256, -1.0887], [0.9103, 0.8863, -1.7582], [-0.5339, 1.9754, -1.5301], [-0.5092, 3.3588, -1.4099], [-1.6807, 4.0444, -1.1377], [-2.8748, 3.3607, -0.9826], [-2.9065, 1.9798, -1.1052], [-1.7413, 1.2854, -1.3630], [1.3133, 0.8526, -3.5333], [0.5300, 1.4400, -4.5215], [0.9520, 1.3950, -5.8399], [2.1336, 0.7564, -6.1790], [2.8927, 0.1341, -5.1985], [2.4799, 0.1702, -3.8810], [4.4975, 1.8280, 1.5201], [5.0665, 4.0066, 0.5221], [3.9233, 4.7695, -1.5312], [2.2312, 3.3382, -2.5992], [0.4144, 3.9064, -1.5128], [-1.6500, 5.1180, -1.0394], [-3.7808, 3.9004, -0.7578], [-3.8352, 1.4461, -0.9825], [-1.7598, 0.1950, -1.4542], [-0.3956, 1.9321, -4.2576], [0.3473, 1.8541, -6.6059], [2.4605, 0.7303, -7.2076], [3.7960, -0.3904, -5.4689], [3.0540, -0.3365, -3.1130], [-3.9473, -4.5937, 4.4327], [-2.7617, -4.9341, 3.8048], [-2.1601, -4.0577, 2.9179], [-2.7440, -2.8232, 2.6637], [-3.9417, -2.4872, 3.2940], [-4.5341, -3.3650, 4.1802], [-2.1728, -1.6279, 1.4112], [-0.6718, -2.4413, 0.6817], [0.5138, -2.7166, 1.3961], [1.6275, -3.2413, 0.7446], [1.5925, -3.4836, -0.6282], [0.4309, -3.2238, -1.3493], [-0.6947, -2.6946, -0.7082], [-1.2543, -0.3780, 2.4147], [-1.4053, -0.2176, 3.7889], [-0.7716, 0.8337, 4.4297], [-0.0082, 1.7379, 3.7117], [0.1821, 1.5642, 2.3422], [-0.4369, 0.5047, 1.7130], [-4.4165, -5.2839, 5.1166], [-2.3051, -5.8935, 3.9910], [-1.2493, -4.3492, 2.4141], [-4.4080, -1.5379, 3.0674], [-5.4662, -3.1040, 4.6549], [0.5481, -2.5384, 2.4684], [2.5187, -3.4712, 1.3149], [2.4620, -3.8812, -1.1312], [0.3862, -3.4550, -2.4050], [-1.6222, -2.5534, -1.2610], [-1.9983, -0.9327, 4.3401], [-0.8752, 0.9355, 5.5019], [0.4648, 2.5707, 4.2081], [0.8073, 2.2682, 1.8034]],
  "forces_ev_per_angstrom": [[-1.0, -0.6, 0.6], [1.3, -0.2, 0.9], [0.1, 0.7, -0.5], [0.0, 0.0, 0.0], [0.0, -0.1, 0.0], [0.0, 0.1, -0.1], [0.2, -0.1, 0.2], [-0.2, -0.2, -0.1], [-0.3, 1.7, 0.1], [0.0, -0.3, -0.1], [0.0, -0.1, -0.1], [0.0, 0.1, 0.0], [0.0, 0.0, 0.0], [-0.1, 0.0, 0.0], [0.0, -0.1, -0.3], [0.0, -0.5, 0.2], [0.0, 0.0, 0.3], [0.0, 0.0, -0.1], [0.0, 0.0, 0.0], [0.0, -0.1, 0.0], [-0.1, 0.0, 0.1], [0.0, -0.1, 0.1], [0.1, 0.1, 0.1], [0.1, 0.1, -0.1], [0.0, 0.1, -0.1], [0.0, 0.0, 0.0], [0.0, 0.1, 0.0], [-0.1, 0.1, 0.0], [-0.1, -0.1, 0.0], [-0.1, 0.4, 0.1], [-0.1, 0.1, 0.0], [-0.1, 0.1, -0.1], [0.0, 0.0, -0.1], [0.1, 0.0, 0.0], [0.1, 0.1, 0.0], [0.1, 0.0, 0.1], [0.0, -0.1, 0.0], [0.0, 0.1, 0.0], [0.0, 0.1, -0.2], [0.1, 0.0, -0.1], [-0.1, 0.0, 0.1], [0.3, -0.1, 0.1], [-0.4, 0.0, 0.0], [0.0, 0.1, 0.0], [0.1, -0.4, -0.2], [0.0, 0.1, 0.6], [-0.3, 0.3, 0.0], [-0.1, -0.7, 0.0], [-0.2, -0.2, -0.6], [0.1, 0.1, -0.3], [0.0, 0.0, 0.2], [-0.1, -0.1, -0.1], [0.1, 0.2, -0.6], [0.5, -0.6, -0.3], [0.0, -0.1, 0.1], [0.0, -0.1, 0.0], [0.0, 0.0, 0.0], [-0.1, 0.1, 0.0], [-0.1, 0.1, 0.1], [0.0, 0.1, -0.1], [0.0, 0.0, 0.0], [0.0, 0.0, 0.0], [0.0, 0.1, 0.0], [0.2, 0.1, 0.1], [-0.1, 0.0, 0.1], [0.0, 0.1, 0.0], [0.1, 0.1, 0.0], [0.0, -0.1, 0.0]]
}



{
  "formula": "C36H28MnOP2S4Sb",
  "method": "wB97M-V/def2-TZVPD",
  "e_lumo_ev": [-3.756, -3.827],
  "total_energy_ev": -139606.746,
  "gap_ev": [6.40, 7.17],
  "spin_multiplicity": 6,
  "total_charge": 1,
  "relative_energy_ev": 0.8291,
  "elements": ["Mn", "O", "S", "C", "C", "C", "C", "C", "C", "P", "C", "C", "C", "C", "C", "C", "C", "C", "C", "C", "C", "C", "C", "C", "C", "C", "C", "C", "P", "C", "C", "C", "C", "C", "C", "C", "C", "C", "C", "C", "C", "H", "H", "H", "H", "H", "H", "H", "H", "H", "H", "H", "H", "H", "H", "H", "H", "H", "H", "H", "H", "H", "H", "H", "H", "H", "H", "H", "H", "S", "Sb", "S", "S"],
  "positions_angstrom": [[-0.3107, -0.3231, -0.6532], [0.2473, 3.2499, -1.0893], [0.2575, 2.1817, -0.0729], [-0.8301, 2.6689, 1.2653], [-1.0979, 4.0240, 1.3929], [-1.9076, 4.4601, 2.4276], [-2.4481, 3.5408, 3.3169], [-2.2076, 2.1859, 3.1542], [-1.3993, 1.7206, 2.1166], [-1.1884, -0.0901, 1.8806], [-2.8339, -0.7234, 2.3022], [-3.8300, -0.5266, 1.3427], [-5.1146, -0.9911, 1.5669], [-5.4126, -1.6563, 2.7513], [-4.4329, -1.8295, 3.7145], [-3.1431, -1.3577, 3.4977], [-0.0658, -0.5589, 3.2213], [0.0648, -1.9189, 3.5189], [0.8714, -2.3207, 4.5693], [1.5791, -1.3778, 5.3050], [1.4946, -0.0344, 4.9772], [0.6691, 0.3798, 3.9392], [1.8689, 2.2555, 0.7169], [2.2876, 3.4935, 1.1897], [3.5898, 3.6559, 1.6224], [4.4830, 2.5927, 1.5426], [4.0653, 1.3677, 1.0550], [2.7400, 1.1683, 0.6590], [2.2112, -0.4298, -0.0343], [3.2177, -0.5755, -1.5379], [2.9370, 0.3213, -2.5688], [3.6613, 0.2714, -3.7477], [4.6629, -0.6780, -3.9054], [4.9394, -1.5746, -2.8843], [4.2195, -1.5263, -1.6982], [2.7407, -1.7407, 1.0958], [2.3685, -3.0309, 0.7042], [2.7543, -4.1290, 1.4530], [3.5185, -3.9489, 2.5987], [3.8656, -2.6706, 3.0055], [3.4706, -1.5642, 2.2655], [-0.6964, 4.7132, 0.6601], [-2.1260, 5.5142, 2.5333], [-3.0817, 3.8777, 4.1265], [-2.6736, 1.4739, 3.8239], [-3.5993, 0.0036, 0.4247], [-5.8841, -0.8345, 0.8218], [-6.4126, -2.0316, 2.9230], [-4.6687, -2.3334, 4.6425], [-2.3849, -1.4990, 4.2560], [-0.4771, -2.6576, 2.9379], [0.9517, -3.3723, 4.8114], [2.2030, -1.6946, 6.1309], [2.0533, 0.7005, 5.5423], [0.5837, 1.4353, 3.7111], [1.6033, 4.3316, 1.1912], [3.9185, 4.6171, 1.9934], [5.5129, 2.7260, 1.8459], [4.7785, 0.5592, 0.9559], [2.1528, 1.0660, -2.4576], [3.4404, 0.9690, -4.5444], [5.2265, -0.7188, -4.8279], [5.7184, -2.3150, -3.0083], [4.4395, -2.2278, -0.9030], [1.7749, -3.1744, -0.1927], [2.4603, -5.1226, 1.1417], [3.8334, -4.8065, 3.1787], [4.4407, -2.5268, 3.9110], [3.7198, -0.5747, 2.6194], [-2.0065, -3.8877, 0.8163], [-2.7976, -2.9670, -1.0444], [-1.9866, -0.3977, -2.1634], [-0.6666, -2.1197, -2.0925]],
  "forces_ev_per_angstrom": [[0.9, 0.5, 2.0], [0.0, 0.0, 0.0], [-0.1, 0.2, -0.1], [0.1, -0.1, 0.1], [0.0, 0.0, -0.1], [0.0, 0.0, 0.0], [0.0, 0.0, 0.0], [0.0, 0.0, -0.1], [0.0, 0.0, 0.0], [0.2, 0.3, -0.4], [-0.1, 0.1, 0.0], [0.0, 0.0, 0.1], [0.0, 0.0, 0.0], [0.0, 0.0, 0.0], [0.0, 0.0, 0.0], [0.0, -0.1, -0.1], [0.0, -0.2, 0.0], [0.1, 0.0, 0.0], [0.0, 0.0, 0.0], [0.0, 0.0, 0.0], [0.0, 0.0, 0.0], [0.0, 0.0, 0.0], [0.0, -0.1, 0.1], [0.0, 0.0, 0.0], [0.0, 0.0, 0.0], [0.0, 0.0, 0.0], [0.0, 0.0, 0.0], [0.1, 0.0, 0.0], [-0.3, 0.1, -0.1], [0.1, 0.0, 0.1], [0.0, 0.0, 0.0], [0.0, 0.0, 0.0], [0.0, 0.0, 0.0], [0.0, 0.0, 0.0], [0.0, 0.0, 0.0], [0.0, -0.1, -0.1], [0.0, 0.0, 0.0], [0.0, 0.0, 0.0], [0.0, 0.0, 0.0], [0.0, 0.0, 0.0], [0.0, 0.0, 0.0], [0.0, 0.0, 0.0], [0.0, 0.0, 0.0], [0.0, 0.0, 0.0], [0.0, 0.0, 0.0], [0.0, 0.0, 0.0], [0.0, 0.0, 0.0], [0.0, 0.0, 0.0], [0.0, 0.0, 0.0], [0.0, 0.0, 0.0], [0.0, 0.0, 0.0], [0.0, 0.0, 0.0], [0.0, 0.0, 0.0], [0.0, 0.0, 0.0], [0.0, 0.0, 0.0], [0.0, 0.0, 0.0], [0.0, 0.0, 0.0], [0.0, 0.0, 0.0], [0.0, 0.0, 0.0], [0.0, 0.0, 0.0], [0.0, 0.0, 0.0], [0.0, 0.0, 0.0], [0.0, 0.0, 0.0], [0.0, 0.0, 0.0], [0.0, 0.0, 0.0], [0.0, 0.0, 0.0], [0.0, 0.0, 0.0], [0.0, 0.0, 0.0], [0.0, 0.0, 0.0], [-0.2, 0.3, -0.2], [0.4, -0.3, 0.2], [-0.5, -0.3, -0.6], [-0.6, -0.6, -0.9]]
}



{
  "formula": "C36H28NO6P2S2TeZr",
  "method": "wB97M-V/def2-TZVPD",
  "e_lumo_ev": -3.789,
  "total_energy_ev": -100379.874,
  "gap_ev": 6.66,
  "spin_multiplicity": 1,
  "total_charge": 1,
  "relative_energy_ev": 1.3148,
  "elements": ["Zr", "O", "S", "O", "O", "C", "C", "C", "C", "C", "C", "S", "O", "O", "O", "H", "H", "H", "H", "Te", "C", "C", "C", "N", "C", "C", "C", "P", "C", "C", "C", "C", "C", "C", "C", "C", "C", "C", "C", "C", "P", "C", "C", "C", "C", "C", "C", "C", "C", "C", "C", "C", "C", "H", "H", "H", "H", "H", "H", "H", "H", "H", "H", "H", "H", "H", "H", "H", "H", "H", "H", "H", "H", "H", "H", "H", "H"],
  "positions_angstrom": [[0.7600, -1.7075, -0.7492], [0.0616, -3.3740, 0.4609], [-0.4263, -4.2383, -0.6801], [-1.6483, -4.9077, -0.4327], [-0.4136, -3.2413, -1.8003], [0.8426, -5.4196, -1.0078], [0.7017, -6.6367, -0.3483], [1.6635, -7.6220, -0.4889], [2.7633, -7.3995, -1.3022], [2.9019, -6.1978, -1.9798], [1.9525, -5.2046, -1.8322], [2.9770, -2.7659, -2.0525], [2.0915, -4.0491, -2.5925], [2.6754, -2.7814, -0.5613], [2.0573, -1.6488, -2.5217], [-0.1730, -6.8032, 0.2652], [1.5458, -8.5640, 0.0275], [3.5132, -8.1689, -1.4248], [3.7364, -6.0217, -2.6452], [-2.1838, -0.1881, 1.7026], [-2.8490, 1.7884, 1.3700], [-2.3102, 2.8550, 2.0779], [-2.7319, 4.1408, 1.7666], [-3.6442, 4.4089, 0.8353], [-4.1873, 3.3779, 0.1930], [-3.8243, 2.0547, 0.4175], [-0.4855, -0.0538, 0.4223], [1.1725, 0.0469, 1.1198], [1.0675, -0.3833, 2.8664], [0.9089, -1.7183, 3.2308], [0.7322, -2.0548, 4.5645], [0.7253, -1.0639, 5.5348], [0.9050, 0.2650, 5.1752], [1.0762, 0.6087, 3.8441], [2.0284, 1.6310, 1.0065], [1.3777, 2.8459, 1.2098], [2.0907, 4.0305, 1.1400], [3.4535, 4.0056, 0.8690], [4.1043, 2.7982, 0.6636], [3.3927, 1.6092, 0.7290], [-0.5223, 0.4930, -1.2833], [0.0063, 2.1810, -1.6084], [1.2398, 2.3779, -2.2238], [1.6944, 3.6670, -2.4623], [0.9139, 4.7537, -2.0962], [-0.3215, 4.5599, -1.4885], [-0.7754, 3.2760, -1.2407], [-2.1709, 0.2628, -1.9857], [-2.6832, 1.1955, -2.8857], [-3.9325, 0.9965, -3.4538], [-4.6711, -0.1345, -3.1389], [-4.1509, -1.0815, -2.2673], [-2.9031, -0.8896, -1.6978], [-1.5765, 2.6946, 2.8593], [-2.3207, 4.9943, 2.2950], [-4.9403, 3.6184, -0.5494], [-4.2844, 1.2585, -0.1540], [0.9224, -2.5001, 2.4828], [0.6083, -3.0923, 4.8443], [0.5896, -1.3285, 6.5750], [0.9128, 1.0366, 5.9334], [1.2212, 1.6465, 3.5731], [0.3120, 2.8618, 1.4009], [1.5838, 4.9746, 1.2911], [4.0099, 4.9322, 0.8160], [5.1650, 2.7818, 0.4517], [3.8982, 0.6629, 0.5722], [1.8426, 1.5247, -2.5136], [2.6540, 3.8212, -2.9374], [1.2673, 5.7587, -2.2877], [-0.9331, 5.4073, -1.2063], [-1.7357, 3.1252, -0.7651], [-2.1176, 2.0800, -3.1438], [-4.3265, 1.7288, -4.1458], [-5.6464, -0.2856, -3.5821], [-4.7140, -1.9744, -2.0311], [-2.5167, -1.6376, -1.0190]],
  "forces_ev_per_angstrom": [[0.0, -0.1, 0.0], [0.0, 0.0, 0.0], [0.0, 0.0, 0.0], [0.0, 0.0, 0.0], [0.0, 0.1, 0.0], [0.0, 0.0, 0.0], [0.0, 0.0, 0.0], [0.0, 0.0, 0.0], [0.0, 0.0, 0.0], [0.0, 0.0, 0.0], [0.0, 0.0, 0.0], [0.0, 0.0, 0.0], [0.0, 0.0, 0.0], [0.0, 0.0, 0.0], [0.0, 0.0, 0.0], [0.0, 0.0, 0.0], [0.0, 0.0, 0.0], [0.0, 0.0, 0.0], [0.0, 0.0, 0.0], [0.0, 0.0, 0.0], [-0.1, 0.0, 0.0], [0.0, 0.0, 0.0], [0.0, 0.0, 0.0], [0.0, 0.0, 0.0], [0.0, 0.0, 0.0], [0.0, 0.0, 0.0], [-0.1, 0.0, -0.1], [0.2, 0.1, 0.1], [0.0, 0.0, 0.0], [0.0, 0.0, 0.0], [0.0, 0.0, 0.0], [0.0, 0.0, 0.0], [0.0, 0.0, 0.0], [0.0, 0.0, 0.0], [-0.1, 0.0, 0.0], [0.0, 0.0, 0.0], [0.0, 0.0, 0.0], [0.0, 0.0, 0.0], [0.0, 0.0, 0.0], [0.0, 0.0, 0.0], [0.0, -0.1, 0.1], [0.0, 0.0, 0.0], [0.0, 0.0, 0.0], [0.0, 0.0, 0.0], [0.0, 0.0, 0.0], [0.0, 0.0, 0.0], [0.0, 0.0, 0.0], [0.0, 0.0, 0.0], [0.0, 0.0, 0.0], [0.0, 0.0, 0.0], [0.0, 0.0, 0.0], [0.0, 0.0, 0.0], [0.0, 0.0, 0.0], [0.0, 0.0, 0.0], [0.0, 0.0, 0.0], [0.0, 0.0, 0.0], [0.0, 0.0, 0.0], [0.0, 0.0, 0.0], [0.0, 0.0, 0.0], [0.0, 0.0, 0.0], [0.0, 0.0, 0.0], [0.0, 0.0, 0.0], [0.0, 0.0, 0.0], [0.0, 0.0, 0.0], [0.0, 0.0, 0.0], [0.0, 0.0, 0.0], [0.0, 0.0, 0.0], [0.0, 0.0, 0.0], [0.0, 0.0, 0.0], [0.0, 0.0, 0.0], [0.0, 0.0, 0.0], [0.0, 0.0, 0.0], [0.0, 0.0, 0.0], [0.0, 0.0, 0.0], [0.0, 0.0, 0.0], [0.0, 0.0, 0.0], [0.0, 0.0, 0.0]]
}



For each record above, in turn, the calculated max |F| values are 1.73 2.27 0.20 eV/A.